Entry 1:
8
Properties=species:S:1:pos:R:3:forces:R:3 method="wB97M-V/def2-TZVPD" e_lumo_ev=-0.0155 homo_ev=-12.8 homo_lumo_gap_ev=12.735 e_tot_ha=-1247.7243
O 1.7970 -1.1791 -0.0240 1.87 -3.97 0.74
O -1.6801 -1.3609 0.1816 0.49 -0.16 0.54
O -2.0198 1.0236 -0.2143 0.30 0.33 0.43
O 1.8382 1.2549 0.0116 1.72 0.90 -0.92
O 0.0935 0.3410 1.0210 -4.31 -1.15 3.93
O -0.0156 -0.0799 -1.0840 0.23 -0.06 -1.35
S 1.1749 0.0272 0.0500 2.08 3.88 -2.84
S -1.1543 -0.0701 -0.0214 -2.40 0.22 -0.53

=====

Entry 2:
2
Properties=species:S:1:pos:R:3:forces:R:3 method="wB97M-V/def2-TZVPD" e_lumo_ev=-4.2490 homo_ev=-9.7 homo_lumo_gap_ev=5.498 de_lowest_ev=3.393 e_tot_ha=-796.1963
S 0.0000 0.0000 1.2985 0.00 0.00 -5.66
S 0.0000 0.0000 -1.2985 0.00 0.00 5.66